(1)
DFT (wB97M-V/def2-TZVPD) results for a molecular structure, C23H51CsN3O22S in a non-equilibrium geometry.

```
! wB97M-V def2-TZVPD RIJCOSX def2/J DEFGRID3
* xyz -1 1
Cs 0.24686 0.99035 1.30696
S -0.66929 1.70835 -1.94835
O 0.54109 1.63671 -2.75846
O -0.45087 2.71895 -0.83144
O -1.84013 1.92535 -2.86136
O -0.77546 0.42290 -1.18687
C -0.90791 -5.26549 -1.94953
C -2.14007 -6.11331 -2.24862
C -1.78138 -7.12826 -3.45305
O -1.62865 -8.39223 -2.88000
C -1.71438 -8.25214 -1.53169
O -1.34464 -9.07734 -0.75504
O -2.41516 -7.09663 -1.23860
H -0.85263 -4.70615 -1.01258
H -0.72643 -4.56916 -2.76663
H -0.12221 -6.03925 -2.12736
H -3.12975 -5.67529 -2.35507
H -0.80219 -6.76701 -3.92896
H -2.45390 -7.13435 -4.33475
C -1.93765 5.28387 -2.05766
C -0.78365 4.87973 -2.98732
C -1.31080 4.34805 -4.33389
O -0.94583 5.35217 -5.27101
C -0.34201 6.37048 -4.73689
O -0.05053 7.36731 -5.30758
O -0.14356 6.11391 -3.45746
H -2.33658 4.30115 -1.70969
H -2.59167 5.92718 -2.62815
H -1.56773 5.82238 -1.18282
H -0.05909 4.31092 -2.55372
H -2.37457 4.08605 -4.36117
H -0.86798 3.39412 -4.59922
C 6.66264 -1.82294 0.54726
O 6.19046 -0.64123 1.15683
C 4.75434 -0.68865 1.18571
C 4.30151 0.20277 2.29509
O 4.61129 -0.32451 3.62781
C 3.67405 -1.30158 4.08628
H 6.37156 -2.71797 1.06939
H 7.78624 -1.73440 0.50264
H 6.32018 -1.92380 -0.50819
H 4.32678 -1.67652 1.26215
H 4.35818 -0.33400 0.26123
H 3.20897 0.53279 2.16140
H 4.87853 1.07035 2.29227
H 4.21194 -1.94144 4.70728
H 3.23098 -1.81442 3.20360
H 2.84833 -0.75142 4.59827
C 0.34724 -2.33133 -0.28721
O 0.72953 -1.93774 1.00977
C 0.21679 -2.71617 2.03760
C -1.19867 -2.48261 2.50280
O -2.11596 -3.22114 1.77690
C -3.38249 -2.90567 2.25914
H 0.32181 -1.45893 -0.93264
H -0.66601 -2.81603 -0.36585
H 1.11343 -2.95284 -0.76371
H 0.94237 -2.60272 2.91418
H 0.33169 -3.81322 1.82240
H -1.48091 -1.44994 2.51099
H -1.34074 -2.82376 3.52379
H -4.10418 -3.26915 1.54139
H -3.51303 -1.86405 2.45998
H -3.62205 -3.38070 3.25523
C -3.74698 0.60044 0.28852
O -3.04392 1.27623 1.28944
C -3.07802 2.66106 0.93912
C -2.89351 3.46275 2.23054
O -1.48327 3.39719 2.65213
C -1.18188 4.44677 3.49948
H -3.25119 0.63572 -0.65795
H -4.83525 0.93778 0.20391
H -3.84142 -0.48691 0.61993
H -4.08782 3.02275 0.61230
H -2.28141 2.77363 0.19483
H -3.56748 3.10194 3.03327
H -3.23135 4.55340 2.06138
H -1.24994 5.41812 2.94499
H -0.18550 4.32700 3.91117
H -1.88518 4.44564 4.30668
C -0.93188 -0.95925 -4.09794
N -0.36374 -2.39873 -4.15021
O -0.81336 -3.12636 -4.98969
O 0.42317 -2.74001 -3.26288
H -1.73343 -0.96919 -3.35898
H -1.29076 -0.68640 -5.04081
H -0.23625 -0.18212 -3.73709
C 2.68902 3.36607 -1.67447
N 2.81661 3.23793 -0.18691
O 2.07452 4.04791 0.40013
O 3.56068 2.44102 0.32591
H 1.95254 2.66231 -2.03952
H 3.69941 3.04998 -1.99590
H 2.40048 4.43612 -1.80322
C 1.52996 1.89539 4.63038
N 0.48397 0.96988 5.02979
O -0.24674 0.45368 4.27017
O 0.50564 0.77205 6.24961
H 1.42587 2.16707 3.55775
H 2.49121 1.36616 4.78697
H 1.37112 2.77262 5.29139
*
```

The value obtained for the orbital gap is 7.5 eV. The value obtained for the energy is -85567.446 eV.

These are the Mulliken partial charges, in e, on atoms 1 to 99:
1 Cs 1.218
2 S 0.268
3 O -1.067
4 O -1.107
5 O -0.686
6 O -0.034
7 C -0.716
8 C 0.383
9 C -0.498
10 O -0.329
11 C 0.668
12 O -0.526
13 O -0.396
14 H 0.017
15 H 0.178
16 H 0.289
17 H 0.445
18 H 0.224
19 H 0.315
20 C -1.106
21 C 1.767
22 C -0.231
23 O -0.425
24 C 0.600
25 O -0.605
26 O -0.498
27 H 0.031
28 H 0.436
29 H 0.336
30 H -0.810
31 H 0.275
32 H 0.240
33 C -0.760
34 O -0.393
35 C -0.454
36 C -0.355
37 O -0.515
38 C -0.215
39 H 0.321
40 H 0.247
41 H 0.300
42 H 0.276
43 H 0.494
44 H 0.230
45 H 0.439
46 H 0.378
47 H -0.032
48 H 0.032
49 C -0.368
50 O -0.148
51 C -0.557
52 C -0.156
53 O -0.215
54 C -0.835
55 H 0.154
56 H 0.037
57 H 0.402
58 H 0.111
59 H 0.267
60 H 0.052
61 H 0.530
62 H 0.270
63 H 0.272
64 H 0.276
65 C -0.385
66 O -0.191
67 C 0.157
68 C -0.877
69 O 0.075
70 C -0.927
71 H 0.161
72 H 0.283
73 H -0.014
74 H 0.509
75 H -0.243
76 H 0.315
77 H 0.388
78 H 0.298
79 H 0.174
80 H 0.386
81 C -0.434
82 N 0.812
83 O -0.571
84 O -0.493
85 H 0.258
86 H 0.408
87 H -0.032
88 C -0.258
89 N 1.052
90 O -0.493
91 O -0.609
92 H -0.019
93 H 0.284
94 H 0.262
95 C -0.576
96 N 1.083
97 O -0.493
98 O -0.597
99 H 0.067



(2)
DFT (wB97M-V/def2-TZVPD) results for 4 unconnected molecules or ions with the total composition C23H51NO13.

```
! wB97M-V def2-TZVPD RIJCOSX def2/J DEFGRID3
* xyz 0 1
N -0.95370 -5.15815 -1.51941
C -0.01573 -4.95583 -2.61420
C 1.40076 -4.61517 -2.13176
C 1.51988 -3.82310 -0.82684
O 0.49309 -2.83135 -0.70873
C 0.93360 -1.62265 -0.28337
O 0.45365 -1.04343 0.64589
O -0.47895 -3.94439 -3.52113
C -1.16161 -2.88724 -3.01153
O -0.88413 -1.76193 -3.30839
H -1.82266 -5.52702 -1.89513
H -0.58252 -5.87692 -0.90699
H 0.05231 -5.86423 -3.22611
H 1.92687 -5.56713 -1.99104
H 1.90457 -4.06883 -2.93288
H 1.51172 -4.46475 0.05992
H 2.49846 -3.32319 -0.82566
H 1.74837 -1.21470 -0.90501
H -2.03000 -3.12051 -2.38766
C -1.23951 1.47141 -3.92023
O -1.61645 1.43555 -5.28041
C -2.39590 0.30726 -5.63206
C -3.46951 0.66050 -6.63610
O -4.54175 1.42778 -6.11492
C -4.32196 2.79800 -5.83180
C -4.19853 3.68758 -7.04830
O -2.95421 3.51571 -7.70175
C -3.01905 3.63947 -9.10267
H -0.43405 0.76278 -3.71257
H -0.89359 2.48210 -3.70369
H -2.08815 1.24694 -3.26551
H -2.86263 -0.13107 -4.74354
H -1.74181 -0.45273 -6.07967
H -3.93117 -0.28037 -6.94703
H -3.03868 1.12386 -7.52635
H -3.47429 2.93944 -5.15823
H -5.22314 3.11519 -5.30109
H -4.28521 4.73210 -6.71894
H -5.02727 3.47339 -7.73305
H -3.85149 3.06005 -9.51764
H -2.08758 3.24825 -9.50909
H -3.12637 4.68641 -9.41021
C -0.34985 1.89647 1.63201
O -1.45285 2.47290 2.30407
C -2.60006 1.64557 2.32623
C -3.33244 1.74140 3.64561
O -2.67383 1.11640 4.73430
C -1.52978 1.74126 5.28787
C -1.81280 2.98670 6.09726
O -2.14227 4.08754 5.27021
C -3.09780 4.95900 5.82689
H -0.47965 1.94215 0.54492
H 0.53244 2.47667 1.90488
H -0.19527 0.86219 1.93416
H -2.32745 0.59979 2.14444
H -3.28622 1.96395 1.52884
H -4.26485 1.18254 3.53155
H -3.59609 2.77635 3.87406
H -0.76933 1.93481 4.52838
H -1.12369 1.00121 5.98222
H -0.91037 3.23294 6.67357
H -2.62473 2.77709 6.80324
H -3.95145 4.40772 6.23704
H -3.45484 5.60659 5.02754
H -2.66307 5.58134 6.61799
C 6.10276 -3.07675 6.08979
O 6.10798 -2.23740 4.95792
C 6.42941 -2.89582 3.74750
C 5.62222 -2.36214 2.58567
O 4.25349 -2.72829 2.59529
C 3.38584 -2.08987 3.52086
C 3.06884 -0.64828 3.19869
O 4.16046 0.21050 3.47756
C 4.28824 1.28321 2.57304
H 7.12075 -3.31994 6.41443
H 5.59785 -2.54059 6.89189
H 5.55712 -4.00657 5.89534
H 6.25764 -3.97477 3.83619
H 7.49353 -2.73571 3.52652
H 6.02675 -2.82829 1.68327
H 5.74984 -1.28256 2.48321
H 3.74377 -2.19407 4.54692
H 2.44687 -2.64300 3.44081
H 2.21144 -0.33781 3.81065
H 2.77729 -0.57981 2.14456
H 4.20808 0.94235 1.53440
H 5.27474 1.72031 2.72026
H 3.52967 2.05362 2.75282
*
```

The structure (SMILES) is N[C@H](CCOC=O)OC=O.COCCOCCOC.COCCOCCOC.COCCOCCOC. The value obtained for the energy above the lowest of the compared OMol25 structures with the same formula, charge and spin is 102.0 kcal per mole. The value obtained for the orbital gap is 9.2 eV. The value obtained for the energy is -52779.274 eV.

Here is what Mulliken gives for the atomic charges, in e:
1 N -0.558
2 C 0.016
3 C -0.769
4 C -0.520
5 O -0.266
6 C 0.077
7 O -0.502
8 O -0.372
9 C 0.117
10 O -0.492
11 H 0.250
12 H 0.211
13 H 0.367
14 H 0.420
15 H 0.305
16 H 0.341
17 H 0.387
18 H 0.501
19 H 0.441
20 C -0.712
21 O -0.359
22 C -0.398
23 C -0.370
24 O -0.451
25 C -0.307
26 C -0.555
27 O -0.282
28 C -0.774
29 H 0.253
30 H 0.309
31 H 0.353
32 H 0.268
33 H 0.366
34 H 0.394
35 H 0.146
36 H 0.110
37 H 0.394
38 H 0.384
39 H 0.341
40 H 0.347
41 H 0.232
42 H 0.324
43 C -0.625
44 O -0.355
45 C -0.404
46 C -0.390
47 O -0.456
48 C -0.207
49 C -0.594
50 O -0.284
51 C -0.778
52 H 0.312
53 H 0.262
54 H 0.302
55 H 0.238
56 H 0.386
57 H 0.405
58 H 0.137
59 H 0.066
60 H 0.399
61 H 0.379
62 H 0.345
63 H 0.349
64 H 0.234
65 H 0.324
66 C -0.770
67 O -0.296
68 C -0.560
69 C -0.342
70 O -0.400
71 C -0.486
72 C -0.171
73 O -0.353
74 C -0.714
75 H 0.324
76 H 0.234
77 H 0.348
78 H 0.341
79 H 0.384
80 H 0.392
81 H 0.142
82 H 0.105
83 H 0.463
84 H 0.351
85 H 0.124
86 H 0.313
87 H 0.256
88 H 0.303



(3)
DFT (wB97M-V/def2-TZVPD) results for a molecular structure, C23H52InN2O3Si.

```
! wB97M-V def2-TZVPD RIJCOSX def2/J DEFGRID3
* xyz -1 3
C -2.49109 5.50348 4.75456
Si -3.66104 4.22112 4.03427
C -3.10328 3.78308 2.28734
C -5.40325 4.90677 3.96806
O -3.73050 2.89430 4.98768
C -2.52242 2.09711 5.21639
C -2.18804 1.89598 6.66420
In -0.05558 1.26839 6.80615
H -3.02424 6.16885 5.43888
H -2.03212 6.11553 3.97312
H -1.68471 5.02134 5.31365
H -2.53241 2.85113 2.26998
H -2.46512 4.56581 1.86739
H -3.96632 3.66768 1.62474
H -5.66937 5.41030 4.90049
H -5.52464 5.62633 3.15254
H -6.11929 4.09598 3.81162
H -2.69278 1.13721 4.71856
H -1.69686 2.58014 4.67168
H -2.29883 2.83392 7.21770
H -2.86897 1.16566 7.11159
H 0.85753 2.63268 6.13345
H 0.17488 -0.19860 5.82718
H 0.43180 0.92900 8.48013
C 1.74157 -0.91412 0.21326
C 0.62224 -0.35679 1.10377
C -0.76925 -0.56899 0.48184
C -1.03860 0.31664 -0.72844
C -0.83073 1.78891 -0.39157
C 0.56721 2.07417 0.17976
N 0.77432 1.12494 1.32869
O 0.31253 1.53334 2.43961
C 1.64067 1.93144 -0.89831
C 0.63712 3.49244 0.73662
C 0.68808 -1.03849 2.46718
H 2.00472 -1.91215 0.56420
H 1.44468 -1.01625 -0.82984
H 2.63848 -0.29893 0.26627
H -1.51080 -0.35402 1.25704
H -0.86583 -1.62592 0.21548
H -0.40135 0.02178 -1.56785
H -2.06903 0.16531 -1.05984
H -0.98040 2.41770 -1.27553
H -1.56615 2.09820 0.35629
H 2.63719 2.00976 -0.46115
H 1.51358 2.75437 -1.60484
H 1.57795 1.00086 -1.45571
H -0.14466 3.66839 1.46957
H 0.52788 4.19809 -0.09050
H 1.59841 3.66298 1.22312
H 1.64983 -0.84617 2.94507
H 0.58293 -2.11460 2.31144
H -0.08166 -0.68600 3.14739
C 3.09929 -5.27069 -4.41522
C 1.73814 -4.80321 -3.87785
C 0.63343 -4.87962 -4.94614
C 0.76070 -3.81923 -6.03217
C 0.81394 -2.42103 -5.42854
C 1.94315 -2.25841 -4.39882
N 1.78745 -3.37578 -3.39999
O 1.02232 -3.11341 -2.42024
C 3.31452 -2.26522 -5.07120
C 1.79105 -0.94013 -3.64910
C 1.36112 -5.67763 -2.68581
H 3.24615 -6.31542 -4.14133
H 3.16982 -5.20313 -5.50044
H 3.91670 -4.69963 -3.98044
H -0.32664 -4.75600 -4.43646
H 0.64504 -5.88424 -5.37967
H 1.64273 -4.00350 -6.65233
H -0.10021 -3.88997 -6.70056
H 0.94582 -1.66511 -6.20823
H -0.13236 -2.20751 -4.92290
H 4.10968 -2.27528 -4.32486
H 3.40547 -1.34375 -5.64851
H 3.46479 -3.09708 -5.75209
H 0.80320 -0.84864 -3.20607
H 1.94685 -0.11966 -4.35221
H 2.53157 -0.86262 -2.85188
H 2.10298 -5.58347 -1.89187
H 1.33664 -6.71647 -3.02050
H 0.39234 -5.40421 -2.27894
*
```

The value obtained for the orbital gap (alpha / beta) is 6.2 / 6.2 eV. The value obtained for the energy is -46866.497 eV.

Here is what Mulliken gives for the atomic charges, in e:
1 C -1.024
2 Si 0.609
3 C -0.696
4 C -1.164
5 O -0.412
6 C -0.187
7 C -1.116
8 In 0.651
9 H 0.265
10 H 0.357
11 H 0.306
12 H -0.165
13 H 0.373
14 H 0.391
15 H 0.298
16 H 0.327
17 H 0.267
18 H 0.223
19 H 0.195
20 H 0.265
21 H 0.363
22 H -0.367
23 H -0.393
24 H -0.388
25 C -1.693
26 C 1.867
27 C -1.480
28 C 0.526
29 C -0.816
30 C 1.891
31 N 0.391
32 O -0.502
33 C -1.711
34 C -1.831
35 C -1.755
36 H 0.516
37 H 0.085
38 H 0.284
39 H 0.361
40 H 0.396
41 H -0.550
42 H 0.454
43 H 0.523
44 H -0.241
45 H 0.317
46 H 0.478
47 H 0.258
48 H 0.199
49 H 0.408
50 H 0.465
51 H 0.424
52 H 0.478
53 H 0.290
54 C -1.714
55 C 1.759
56 C -1.274
57 C -0.497
58 C -1.192
59 C 1.887
60 N 0.480
61 O -0.535
62 C -1.915
63 C -2.034
64 C -2.012
65 H 0.478
66 H 0.317
67 H 0.311
68 H 0.421
69 H 0.357
70 H 0.306
71 H 0.378
72 H 0.405
73 H 0.356
74 H 0.360
75 H 0.447
76 H 0.383
77 H 0.101
78 H 0.494
79 H 0.602
80 H 0.463
81 H 0.482
82 H 0.378



Q: Which formula does entry 2 have?
A: C23H51NO13